[1]
113
Properties=species:S:1:pos:R:3:mulliken_charge:R:1 method="wB97M-V/def2-TZVPD" spin_multiplicity=1 total_charge=-2 gap_ev="5.93 / 5.93" de_lowest_ev=0.0000 energy_ha=-4529.08205
Ti -0.021 0.559 -0.192 -0.01
C 2.567 1.699 -2.572 -1.31
C 2.700 2.250 -1.191 0.48
C 3.709 3.110 -0.743 -1.60
C 3.405 3.364 0.581 1.06
C 4.143 4.200 1.577 -1.22
N 2.280 2.694 0.876 0.24
N 1.843 2.002 -0.208 1.47
B 1.502 2.642 2.223 -0.91
N 0.075 3.175 2.075 1.37
N -0.981 2.325 2.025 -0.41
C -2.065 3.074 2.111 0.59
C -3.427 2.474 2.118 -0.85
C -1.715 4.438 2.223 -1.61
C -0.341 4.456 2.188 0.97
C 0.622 5.595 2.215 -1.42
N 1.501 1.177 2.694 -0.32
N 0.834 0.201 2.008 0.99
C 1.101 -0.943 2.619 0.55
C 0.514 -2.249 2.209 -0.55
C 1.951 -0.720 3.714 -1.75
C 2.182 0.638 3.720 0.92
C 3.017 1.450 4.654 -1.45
H 3.395 2.071 -3.178 0.36
H 1.627 1.992 -3.039 0.12
H 2.593 0.610 -2.579 0.11
H 4.546 3.485 -1.310 0.42
H 5.034 4.616 1.105 0.36
H 4.457 3.615 2.443 0.14
H 3.531 5.023 1.947 0.16
H 2.102 3.329 3.012 -0.21
H -3.460 1.604 1.464 -0.13
H -4.166 3.205 1.782 0.33
H -3.703 2.145 3.119 0.23
H -2.378 5.289 2.266 0.36
H 0.079 6.538 2.271 0.41
H 1.237 5.614 1.311 0.20
H 1.299 5.535 3.072 0.24
H 0.203 -2.268 1.167 -0.45
H -0.380 -2.466 2.797 0.09
H 1.231 -3.054 2.389 0.27
H 2.340 -1.454 4.402 0.46
H 3.398 0.804 5.446 0.38
H 2.445 2.258 5.111 0.25
H 3.871 1.905 4.147 0.16
O -1.902 3.963 -1.374 -0.74
C -1.514 2.852 -1.680 0.25
O -0.776 2.129 -0.877 0.40
C -1.814 2.242 -3.015 -0.33
C -2.607 3.025 -3.862 -0.93
C -2.923 2.631 -5.144 -0.56
C -2.419 1.411 -5.602 -0.55
C -1.642 0.627 -4.780 -1.26
C -1.319 1.004 -3.455 1.32
S -0.362 -0.155 -2.567 -0.34
H -2.960 3.965 -3.458 0.45
H -3.548 3.252 -5.774 0.36
H -2.636 1.071 -6.610 0.36
H -1.264 -0.325 -5.135 0.46
O 3.327 -1.312 -1.027 -0.72
C 2.144 -1.581 -0.934 -0.04
O 1.227 -0.829 -0.441 0.16
C 1.667 -2.966 -1.422 0.91
C 2.621 -3.772 -2.117 -1.28
C 2.204 -4.960 -2.619 -0.91
C 0.855 -5.363 -2.446 1.13
C 0.318 -6.574 -2.973 -0.84
C -0.990 -6.887 -2.770 -0.57
C -1.843 -6.017 -2.033 -0.38
C -1.348 -4.857 -1.519 -0.54
C 0.010 -4.514 -1.720 -0.73
N 0.444 -3.321 -1.205 0.32
H 3.635 -3.413 -2.212 0.55
H 2.888 -5.611 -3.154 0.37
H 0.968 -7.233 -3.538 0.35
H -1.395 -7.805 -3.181 0.35
H -2.886 -6.266 -1.884 0.54
H -1.964 -4.161 -0.969 0.75
S -2.013 -0.422 0.318 0.21
Sb -3.054 -2.782 1.424 1.09
C -4.257 -4.508 2.432 -0.26
C -5.067 -4.459 3.571 -0.23
C -5.421 -5.592 4.298 -0.64
C -4.977 -6.847 3.903 -0.32
C -4.170 -6.944 2.776 -0.73
C -3.815 -5.795 2.080 -0.05
C -4.298 -1.443 2.533 0.96
C -4.036 -1.274 3.893 -0.67
C -4.792 -0.407 4.673 -0.58
C -5.828 0.317 4.097 -0.57
C -6.090 0.169 2.742 -0.36
C -5.330 -0.699 1.969 -0.56
C -4.336 -2.961 -0.359 0.81
C -5.282 -3.989 -0.477 -0.42
C -6.074 -4.125 -1.610 -0.65
C -5.951 -3.230 -2.664 -0.45
C -5.022 -2.206 -2.570 -0.86
C -4.224 -2.077 -1.438 -0.51
H -5.454 -3.501 3.906 0.32
H -6.045 -5.496 5.180 0.36
H -5.253 -7.734 4.461 0.34
H -3.804 -7.913 2.453 0.38
H -3.156 -5.912 1.220 0.24
H -3.228 -1.829 4.361 0.34
H -4.563 -0.291 5.726 0.39
H -6.414 1.004 4.696 0.29
H -6.884 0.742 2.277 0.35
H -5.549 -0.797 0.911 0.31
H -5.409 -4.693 0.332 0.22
H -6.792 -4.936 -1.665 0.36
H -6.569 -3.333 -3.549 0.32
H -4.904 -1.497 -3.382 0.50
H -3.487 -1.281 -1.400 0.27

=====

[2]
114
Properties=species:S:1:pos:R:3:mulliken_charge:R:1 method="wB97M-V/def2-TZVPD" spin_multiplicity=1 total_charge=0 gap_ev=7.15 de_lowest_ev=1.0726 energy_ha=-3264.05646
Y -16.937 6.737 -10.717 -1.00
C -16.234 2.142 -11.206 -1.89
C -16.004 3.394 -10.550 -0.04
N -17.080 4.178 -10.654 -0.12
N -18.028 3.443 -11.299 0.44
C -17.520 2.246 -11.675 -0.01
B -19.453 4.038 -11.530 0.19
N -19.882 4.765 -10.160 0.01
C -20.905 4.569 -9.300 -0.09
C -20.767 5.396 -8.220 -1.26
C -19.580 6.079 -8.495 -0.69
N -19.095 5.787 -9.713 0.66
N -19.394 5.153 -12.622 0.34
C -20.320 5.542 -13.511 -0.06
C -19.759 6.437 -14.394 -1.62
C -18.423 6.505 -13.987 -0.30
N -18.201 5.745 -12.901 0.38
N -20.419 2.886 -11.876 0.55
C -20.601 1.771 -11.108 -0.37
C -21.342 0.862 -11.851 -1.11
C -21.582 1.538 -13.035 -0.29
N -21.092 2.769 -13.040 -1.03
H -15.671 1.275 -11.171 0.57
H -15.112 3.698 -10.016 0.34
H -18.167 1.548 -12.132 0.58
H -21.681 3.833 -9.553 0.45
H -21.527 5.497 -7.412 0.36
H -19.087 6.798 -7.901 0.36
H -21.364 5.228 -13.395 0.49
H -20.208 6.961 -15.243 0.43
H -17.552 7.000 -14.415 0.47
H -20.138 1.775 -10.135 0.57
H -21.584 -0.108 -11.507 0.45
H -22.184 1.265 -13.898 0.45
O -18.868 8.206 -11.521 -0.02
C -19.146 9.587 -11.436 -1.58
C -17.886 10.399 -11.282 1.47
C -17.586 11.470 -12.152 -0.78
C -16.487 12.293 -11.912 -0.39
C -15.695 12.058 -10.780 -0.93
C -16.044 11.006 -9.923 -0.09
N -17.060 10.191 -10.222 0.85
H -19.454 7.662 -10.955 0.02
H -19.774 9.765 -10.505 0.38
H -19.731 9.896 -12.292 0.48
H -18.222 11.632 -13.041 0.34
H -16.063 12.908 -12.697 0.46
H -14.858 12.672 -10.575 0.50
H -15.485 10.733 -9.086 0.57
C -10.462 7.814 -10.620 -1.63
C -11.568 8.823 -10.639 1.06
C -10.967 10.244 -10.527 -1.93
O -12.306 8.568 -11.802 -0.12
C -13.714 8.575 -11.470 -0.69
C -13.715 8.119 -9.963 0.37
O -12.510 8.755 -9.527 -0.26
C -13.923 6.690 -9.333 2.82
O -15.085 6.204 -9.955 1.06
C -14.223 6.947 -7.801 -0.27
C -14.052 8.137 -7.122 -0.27
C -14.244 8.203 -5.730 -0.95
C -14.681 7.052 -5.028 -0.74
C -14.967 5.908 -5.758 -0.70
C -14.643 5.813 -7.090 -0.21
C -12.742 5.747 -9.543 -1.08
C -11.748 5.577 -8.615 0.21
C -10.680 4.705 -8.825 -0.98
C -10.631 3.984 -10.040 -0.84
C -11.643 4.158 -10.991 -0.76
C -12.654 5.050 -10.757 0.79
C -14.576 8.061 -12.651 2.26
O -15.887 7.983 -12.183 0.78
C -14.570 9.171 -13.673 0.50
C -15.784 9.656 -14.141 -0.15
C -15.856 10.789 -14.964 -0.95
C -14.698 11.483 -15.312 -0.82
C -13.491 11.006 -14.864 -0.90
C -13.410 9.863 -14.124 -0.09
C -14.047 6.731 -13.314 -0.87
C -14.997 5.678 -13.502 1.09
C -14.664 4.504 -14.113 -0.40
C -13.398 4.263 -14.583 -1.05
C -12.408 5.217 -14.347 -1.41
C -12.769 6.479 -13.832 0.56
H -9.808 7.999 -11.457 0.46
H -10.925 6.859 -10.770 0.36
H -9.895 7.753 -9.719 0.37
H -10.158 10.409 -11.208 0.39
H -10.552 10.438 -9.527 0.37
H -11.789 10.963 -10.617 0.33
H -14.022 9.604 -11.368 0.12
H -14.499 8.733 -9.525 -0.61
H -13.671 8.989 -7.647 0.60
H -14.083 9.151 -5.253 0.46
H -14.889 7.084 -3.970 0.41
H -15.342 5.000 -5.235 0.38
H -14.838 4.878 -7.622 0.22
H -11.849 6.113 -7.677 0.52
H -9.942 4.620 -8.038 0.46
H -9.764 3.317 -10.244 0.31
H -11.627 3.617 -11.931 0.47
H -13.430 5.215 -11.522 -0.19
H -16.653 9.116 -13.814 0.06
H -16.819 11.137 -15.260 0.51
H -14.740 12.382 -15.921 0.40
H -12.580 11.472 -15.215 0.44
H -12.420 9.468 -13.891 0.11
H -16.024 5.821 -13.163 -0.62
H -15.406 3.740 -14.256 0.48
H -13.213 3.365 -15.140 0.45
H -11.418 4.968 -14.693 0.45
H -11.947 7.185 -13.752 0.27
S -17.510 9.283 -7.803 -0.16
C -17.270 8.996 -9.348 -0.76